# C72H87N2O

10 unconnected molecules or ions with the total composition C72H87N2O in a non-equilibrium geometry (wB97M-V/def2-TZVPD, OMol25).

Properties
**HOMO**: -10.2 eV
**DFT total energy**: -81095.5788 eV
**LUMO**: -4.4 eV
**Charge**: +1

Each atom is followed by the atoms it is bonded to, with distances in Å.
Positions of all 162 atoms, in Å:
1 C -1.120 -1.760 -1.425  C2 1.532, H22 1.093, H23 1.088, H24 1.090
2 C -0.571 -1.771 0.005  C1 1.532, C3 1.536, H25 1.089, H26 1.088
3 C -0.023 -0.395 0.411  C2 1.536, C4 1.539, H27 1.091, H28 1.090
4 C 1.118 0.131 -0.477  C3 1.539, C5 1.562, H29 1.090, H30 1.089
5 C 0.682 1.280 -1.440  C4 1.562, C6 1.546, H31 1.087, H32 1.085
6 C 0.778 0.934 -2.943  C5 1.546, C7 1.536, H33 1.088, H34 1.091
7 C -0.545 0.925 -3.725  C6 1.536, C8 1.523, H35 1.091, H36 1.089
8 C -1.511 2.069 -3.447  C7 1.523, C9 1.553, H37 1.087, H38 1.087
9 C -2.798 1.846 -4.287  C8 1.553, C10 1.561, H39 1.084, H40 1.087
10 C -3.903 1.103 -3.472  C9 1.561, C11 1.506, H41 1.084, H42 1.086
11 C -3.935 -0.328 -3.940  C10 1.506, N12 1.511, H43 1.085, H44 1.088
12 N -5.055 -1.164 -3.364  C11 1.511, C13 1.316, N21 1.310
13 C -4.887 -2.468 -3.392  N12 1.316, C14 1.376, H45 1.076
14 C -5.899 -3.263 -2.906  C13 1.376, C15 1.342, H46 1.077
15 C -6.992 -2.637 -2.444  C14 1.342, C16 1.391, H47 1.080
16 C -7.079 -1.250 -2.419  C15 1.391, C17 1.492, N21 1.321
17 C -8.277 -0.531 -1.894  C16 1.492, C18 1.542, H48 1.087, H49 1.089
18 C -7.908 0.617 -0.934  C17 1.542, C19 1.530, O20 1.439, H50 1.088
19 C -7.670 1.938 -1.669  C18 1.530, H51 1.084, H52 1.091, H53 1.085
20 O -9.019 0.804 -0.038  C18 1.439, H54 0.964
21 N -6.088 -0.514 -2.889  N12 1.310, C16 1.321
22 H -1.572 -0.779 -1.596  C1 1.093
23 H -0.345 -1.864 -2.182  C1 1.088
24 H -1.886 -2.519 -1.584  C1 1.090
25 H 0.218 -2.518 0.086  C2 1.089
26 H -1.405 -2.002 0.665  C2 1.088
27 H -0.872 0.289 0.430  C3 1.091
28 H 0.312 -0.491 1.445  C3 1.090
29 H 1.641 -0.660 -1.015  C4 1.090
30 H 1.837 0.588 0.201  C4 1.089
31 H 1.359 2.113 -1.270  C5 1.087
32 H -0.309 1.590 -1.124  C5 1.085
33 H 1.486 1.573 -3.465  C6 1.088
34 H 1.178 -0.079 -3.010  C6 1.091
35 H -0.308 0.981 -4.789  C7 1.091
36 H -1.047 -0.031 -3.591  C7 1.089
37 H -1.094 3.034 -3.724  C8 1.087
38 H -1.830 2.126 -2.409  C8 1.087
39 H -3.206 2.800 -4.602  C9 1.084
40 H -2.528 1.265 -5.165  C9 1.087
41 H -4.832 1.632 -3.654  C10 1.084
42 H -3.668 1.176 -2.415  C10 1.086
43 H -3.009 -0.812 -3.647  C11 1.085
44 H -4.000 -0.394 -5.024  C11 1.088
45 H -3.982 -2.888 -3.796  C13 1.076
46 H -5.811 -4.336 -2.912  C14 1.077
47 H -7.831 -3.207 -2.072  C15 1.080
48 H -8.896 -1.254 -1.370  C17 1.087
49 H -8.796 -0.106 -2.751  C17 1.089
50 H -7.065 0.351 -0.300  C18 1.088
51 H -7.959 2.755 -1.017  C19 1.084
52 H -8.321 1.971 -2.544  C19 1.091
53 H -6.646 2.028 -2.015  C19 1.085
54 H -9.813 0.625 -0.554  O20 0.964
55 C 4.165 -0.476 2.175  C56 1.387, C60 1.388, H61 1.084
56 C 4.753 0.026 3.327  C55 1.387, C57 1.387, H62 1.083
57 C 5.983 0.663 3.254  C56 1.387, C58 1.388, H63 1.083
58 C 6.624 0.803 2.031  C57 1.388, C59 1.388, H64 1.082
59 C 6.035 0.301 0.879  C58 1.388, C60 1.388, H65 1.083
60 C 4.805 -0.340 0.951  C55 1.388, C59 1.388, H66 1.084
61 H 3.203 -0.971 2.231  C55 1.084
62 H 4.248 -0.073 4.280  C56 1.083
63 H 6.438 1.057 4.154  C57 1.083
64 H 7.580 1.310 1.976  C58 1.082
65 H 6.533 0.413 -0.076  C59 1.083
66 H 4.345 -0.731 0.051  C60 1.084
67 C 1.032 3.606 1.816  C68 1.389, C72 1.389, H73 1.083
68 C 0.615 4.917 1.627  C67 1.389, C69 1.389, H74 1.083
69 C 1.505 5.867 1.142  C68 1.389, C70 1.388, H75 1.083
70 C 2.809 5.503 0.835  C69 1.388, C71 1.387, H76 1.083
71 C 3.225 4.193 1.020  C70 1.387, C72 1.389, H77 1.083
72 C 2.339 3.245 1.515  C67 1.389, C71 1.389, H78 1.084
73 H 0.340 2.867 2.200  C67 1.083
74 H -0.404 5.201 1.861  C68 1.083
75 H 1.181 6.891 1.002  C69 1.083
76 H 3.501 6.242 0.452  C70 1.083
77 H 4.242 3.908 0.783  C71 1.083
78 H 2.669 2.224 1.667  C72 1.084
79 C -7.238 0.626 3.426  C80 1.389, C84 1.389, H85 1.083
80 C -6.267 0.834 4.396  C79 1.389, C81 1.388, H86 1.083
81 C -5.597 2.048 4.458  C80 1.388, C82 1.388, H87 1.082
82 C -5.904 3.057 3.556  C81 1.388, C83 1.389, H88 1.083
83 C -6.878 2.849 2.588  C82 1.389, C84 1.390, H89 1.083
84 C -7.546 1.632 2.519  C79 1.389, C83 1.390, H90 1.086
85 H -7.760 -0.323 3.378  C79 1.083
86 H -6.031 0.049 5.104  C80 1.083
87 H -4.836 2.208 5.211  C81 1.082
88 H -5.385 4.005 3.608  C82 1.083
89 H -7.119 3.639 1.887  C83 1.083
90 H -8.302 1.467 1.758  C84 1.086
91 C 5.991 6.805 5.363  C92 1.388, C96 1.390, H97 1.082
92 C 6.643 5.595 5.164  C91 1.388, C93 1.387, H98 1.083
93 C 5.932 4.504 4.685  C92 1.387, C94 1.385, H99 1.083
94 C 4.582 4.617 4.397  C93 1.385, C95 1.388, H100 1.083
95 C 3.931 5.827 4.589  C94 1.388, C96 1.389, H101 1.083
96 C 4.636 6.921 5.076  C91 1.390, C95 1.389, H102 1.083
97 H 6.539 7.659 5.739  C91 1.082
98 H 7.699 5.504 5.382  C92 1.083
99 H 6.428 3.553 4.532  C93 1.083
100 H 4.039 3.759 4.020  C94 1.083
101 H 2.876 5.918 4.359  C95 1.083
102 H 4.129 7.865 5.232  C96 1.083
103 C -2.637 -5.366 -2.728  C104 1.389, C108 1.388, H109 1.085
104 C -2.476 -5.425 -4.106  C103 1.389, C105 1.388, H110 1.085
105 C -1.335 -6.000 -4.648  C104 1.388, C106 1.387, H111 1.082
106 C -0.361 -6.522 -3.809  C105 1.387, C107 1.389, H112 1.082
107 C -0.525 -6.466 -2.431  C106 1.389, C108 1.387, H113 1.082
108 C -1.661 -5.884 -1.888  C103 1.388, C107 1.387, H114 1.082
109 H -3.527 -4.915 -2.302  C103 1.085
110 H -3.241 -5.025 -4.764  C104 1.085
111 H -1.205 -6.043 -5.721  C105 1.082
112 H 0.528 -6.976 -4.229  C106 1.082
113 H 0.236 -6.876 -1.780  C107 1.082
114 H -1.786 -5.836 -0.814  C108 1.082
115 C 5.573 -1.675 -2.743  C116 1.387, C120 1.389, H121 1.083
116 C 6.132 -2.921 -2.990  C115 1.387, C117 1.388, H122 1.082
117 C 5.340 -3.954 -3.472  C116 1.388, C118 1.388, H123 1.082
118 C 3.990 -3.739 -3.714  C117 1.388, C119 1.388, H124 1.083
119 C 3.432 -2.492 -3.469  C118 1.388, C120 1.388, H125 1.084
120 C 4.221 -1.461 -2.980  C115 1.389, C119 1.388, H126 1.084
121 H 6.190 -0.870 -2.364  C115 1.083
122 H 7.186 -3.087 -2.807  C116 1.082
123 H 5.775 -4.927 -3.660  C117 1.082
124 H 3.374 -4.544 -4.094  C118 1.083
125 H 2.378 -2.324 -3.660  C119 1.084
126 H 3.783 -0.489 -2.785  C120 1.084
127 C 1.576 9.860 1.647  C128 1.388, C132 1.388, H133 1.083
128 C 1.048 11.077 1.239  C127 1.388, C129 1.388, H134 1.083
129 C 1.749 11.872 0.343  C128 1.388, C130 1.388, H135 1.082
130 C 2.975 11.447 -0.150  C129 1.388, C131 1.388, H136 1.082
131 C 3.502 10.229 0.255  C130 1.388, C132 1.388, H137 1.083
132 C 2.804 9.437 1.157  C127 1.388, C131 1.388, H138 1.083
133 H 1.031 9.240 2.349  C127 1.083
134 H 0.089 11.406 1.619  C128 1.083
135 H 1.340 12.824 0.030  C129 1.082
136 H 3.520 12.066 -0.851  C130 1.082
137 H 4.457 9.897 -0.130  C131 1.083
138 H 3.218 8.489 1.478  C132 1.083
139 C 1.526 -12.082 -1.910  C140 1.388, C144 1.388, H145 1.082
140 C 1.539 -12.247 -3.288  C139 1.388, C141 1.388, H146 1.082
141 C 0.846 -11.359 -4.100  C140 1.388, C142 1.388, H147 1.082
142 C 0.147 -10.302 -3.534  C141 1.388, C143 1.388, H148 1.083
143 C 0.138 -10.136 -2.156  C142 1.388, C144 1.388, H149 1.083
144 C 0.823 -11.028 -1.343  C139 1.388, C143 1.388, H150 1.083
145 H 2.064 -12.776 -1.277  C139 1.082
146 H 2.088 -13.068 -3.729  C140 1.082
147 H 0.851 -11.492 -5.174  C141 1.082
148 H -0.391 -9.608 -4.167  C142 1.083
149 H -0.407 -9.311 -1.715  C143 1.083
150 H 0.811 -10.901 -0.268  C144 1.083
151 C 1.322 -3.594 6.530  C152 1.388, C156 1.388, H157 1.083
152 C 1.909 -3.086 7.681  C151 1.388, C153 1.388, H158 1.082
153 C 3.142 -2.453 7.611  C152 1.388, C154 1.388, H159 1.082
154 C 3.785 -2.321 6.388  C153 1.388, C155 1.388, H160 1.083
155 C 3.197 -2.826 5.237  C154 1.388, C156 1.388, H161 1.083
156 C 1.967 -3.466 5.308  C151 1.388, C155 1.388, H162 1.083
157 H 0.362 -4.091 6.586  C151 1.083
158 H 1.405 -3.185 8.634  C152 1.082
159 H 3.602 -2.063 8.509  C153 1.082
160 H 4.746 -1.824 6.332  C154 1.083
161 H 3.699 -2.721 4.283  C155 1.083
162 H 1.511 -3.865 4.410  C156 1.083